Below is 3 unconnected molecules or ions with the total composition C26H28F8N2O10 in a non-equilibrium geometry, with properties calculated with ωB97M-V with the def2-TZVPD basis set.

```
74
Properties=species:S:1:pos:R:3:forces:R:3:lowdin_charge:R:1
H 3.9042 1.3308 1.3786 -1.780 -0.680 0.470 0.106
C -8.3295 0.2764 -0.5330 -0.876 -0.218 -1.304 -0.210
C 3.9294 -1.2631 1.8258 0.796 -0.031 0.235 -0.132
H 5.6959 -6.2546 -1.6881 0.019 0.318 -0.001 0.117
C 6.8150 -5.3652 -0.0662 0.308 -0.589 0.412 -0.123
H 3.2052 0.8645 3.0080 -0.269 0.434 -1.551 0.126
C -5.8576 1.3722 -0.3206 2.051 0.496 0.107 -0.242
F -6.3243 -0.7142 -1.4586 -1.061 1.609 2.330 0.059
H 4.7776 -0.5275 2.1096 -1.288 -1.182 -0.509 0.086
C 3.1210 3.3291 -0.2134 -0.434 -1.297 0.244 -0.208
H -6.9395 3.1758 0.4473 0.872 -1.511 0.863 0.157
O -6.4746 1.8611 2.1158 0.851 0.244 -1.106 -0.169
C -6.7676 0.0519 -0.3129 1.973 -1.686 -1.707 -0.202
C 6.3167 -5.3860 -1.4786 0.047 -0.779 -0.250 -0.143
H 6.1148 -5.8330 0.6320 0.016 0.056 -0.050 0.136
H 1.9717 -0.8394 2.1195 0.295 0.417 -0.903 0.085
C -2.1299 2.5492 3.3544 0.827 -2.261 1.461 -0.222
C 5.7600 -5.2837 -6.5176 0.330 0.197 -0.794 -0.131
C -6.1483 2.4290 0.8386 0.749 1.504 -0.728 -0.096
H 4.6967 -3.7481 -5.4179 0.006 -0.084 0.004 0.138
F -8.9040 -0.9482 -1.0236 1.311 2.704 1.573 0.066
H -5.6162 0.9432 3.7836 0.390 1.250 -1.432 0.147
C 5.4021 -6.3033 -4.5581 -0.045 -0.561 0.601 -0.537
H -4.8177 3.0033 4.8021 -0.092 0.242 -1.602 0.122
C -3.2420 4.5820 2.1652 0.534 -2.777 1.605 0.049
C -4.8718 3.1093 3.6697 1.391 -0.413 -1.502 -0.073
H 4.0568 3.2318 0.4566 -1.433 0.534 -1.201 0.116
H 3.9204 1.5993 -1.1289 -0.658 0.441 -0.308 0.065
H -4.1225 5.2660 1.9416 1.480 -0.809 0.235 0.127
H 3.6929 -4.6441 -6.5802 -0.021 -0.116 0.215 0.137
F -8.8666 0.1660 1.9572 -0.053 1.379 -2.691 0.041
N 3.1066 2.2181 -1.2467 0.596 0.650 0.461 -0.016
H 3.0801 2.6035 -2.1983 0.271 -0.339 0.711 0.060
C -3.4240 3.4566 3.0345 0.913 2.201 -1.256 -0.107
O -1.6996 6.0430 0.9424 -0.759 -3.684 1.768 0.035
O -2.1351 1.6594 4.2595 -0.595 3.298 -3.110 0.025
H 4.3248 -1.8742 0.9470 -0.818 0.779 1.539 0.052
O 5.5492 -7.0413 -3.6247 -0.141 0.378 -1.020 0.131
O 5.5578 -4.1866 -1.5685 0.162 0.549 0.534 0.072
C -0.6142 3.8804 1.5309 0.656 -1.275 0.301 0.022
O 4.2368 -5.6706 -4.8584 0.571 -0.424 0.164 0.073
C 0.6409 4.0770 0.6410 0.483 -2.292 1.602 -0.116
H 7.1294 -5.3458 -2.2096 -0.049 -0.002 0.057 0.139
O 0.7898 5.1668 -0.2866 -0.816 -2.236 0.880 -0.034
H -5.1843 3.0616 0.9477 -1.400 -1.123 -0.492 0.137
N 2.6732 -0.4902 1.4396 1.064 0.215 1.372 -0.116
F -9.2457 2.2040 0.8523 0.890 -3.122 -0.237 0.010
H -4.4133 1.2697 2.4106 -1.363 0.490 0.562 0.126
F -5.8150 2.0147 -1.6087 -0.543 -1.564 2.998 0.054
O 6.3794 -5.9902 -5.4512 -0.374 -0.136 0.522 0.067
C -1.8465 4.9183 1.4914 0.902 1.943 -1.026 -0.262
H 3.0906 4.3017 -0.8042 -0.103 -1.036 1.532 0.115
H 6.4197 -4.5048 -6.9026 0.076 -0.171 0.151 0.137
H 3.7504 -1.8875 2.7782 0.276 0.694 -1.560 0.091
C 1.7034 1.9092 1.7466 -1.542 1.650 -0.825 -0.063
C 0.4135 1.6832 2.6174 0.135 2.677 -2.038 0.056
H 0.3440 0.7814 3.3310 0.138 1.708 -1.280 0.115
O 6.8946 -3.9754 0.2248 -0.371 0.445 -0.348 0.066
H 7.7911 -5.8410 0.0390 -0.044 0.221 0.080 0.137
C 2.9509 0.9168 1.8749 -0.616 0.740 1.506 -0.247
F -4.5005 0.9080 -0.1093 -2.717 0.587 -0.517 0.034
C 4.5248 -4.7250 -5.8791 -0.510 0.704 -0.273 -0.128
C 6.0312 -3.3410 -0.6140 -0.190 0.823 -0.070 -0.539
O 5.7270 -2.1838 -0.5242 0.433 -0.932 -0.258 0.123
C -0.7670 2.6838 2.5106 2.439 0.838 -2.065 -0.037
H 0.5317 4.8018 -1.1649 0.173 0.440 0.839 0.123
C -5.3138 1.6997 2.9652 0.321 -0.167 1.426 -0.164
H 5.5335 -5.9877 -7.3235 0.003 0.018 0.076 0.136
F -6.4179 -0.7393 0.8079 -1.337 1.902 -2.263 0.098
H -10.2820 0.4645 0.4969 1.846 0.427 0.255 0.186
F -8.5687 1.2287 -1.5852 0.897 -2.031 2.493 0.072
C -9.1880 0.7665 0.7167 -2.547 0.339 0.966 -0.154
C 1.8478 3.0852 0.7253 -3.594 0.325 2.323 -0.027
H -5.5742 3.9503 3.3202 0.952 -1.338 0.805 0.125
```
Positions in Å, forces in eV/Å.

2S+1: 1
electronic energy: -2668.06157 hartree
total charge: 0
Kohn-Sham gap: 7.55 eV
lowest unoccupied orbital energy: -1.19 eV